1.
Entry from OMol25: C23H32Br3INO2PSSi as an isolated structure (ωB97M-V/def2-TZVPD).

Geometry as XYZ:
```
65
Properties=species:S:1:pos:R:3
C -1.296 3.759 -2.912
C -0.691 2.804 -4.130
C -1.974 2.560 -5.166
C -0.309 1.348 -3.451
C 1.298 1.066 -3.311
C 2.001 2.184 -2.340
C 1.683 -0.502 -2.927
O 1.536 -0.829 -1.505
C 0.153 -1.114 -1.113
C -1.067 -1.654 -2.059
C -2.619 -1.963 -1.551
C -2.973 -1.738 0.035
C -1.761 -1.226 1.014
C -0.201 -0.908 0.509
N 0.908 -0.457 1.433
Si 1.039 1.331 1.559
C 2.817 1.809 0.938
C -0.387 2.318 0.722
C 1.025 1.789 3.469
C 0.879 -1.146 2.778
C -0.455 -1.526 3.658
C -0.441 -2.310 5.103
C 0.985 -2.777 5.769
C 2.363 -2.369 4.940
C 2.342 -1.568 3.472
P 4.014 -1.163 2.643
O 4.411 -2.562 1.686
I 5.798 -1.108 4.404
S -2.121 -1.009 2.878
H -0.441 4.162 -2.222
H -1.982 4.629 -3.334
H -2.022 3.059 -2.284
H 0.215 3.304 -4.689
H -1.635 2.142 -6.208
H -2.644 1.712 -4.663
H -2.673 3.508 -5.254
H -0.807 1.212 -2.377
H -0.816 0.510 -4.131
H 1.760 1.236 -4.398
H 2.301 3.109 -3.020
H 1.247 2.579 -1.533
H 2.973 1.686 -1.882
H 2.851 -0.589 -3.162
H 1.181 -1.292 -3.665
H -0.877 -1.846 -3.217
H -3.454 -2.362 -2.284
H -4.053 -1.953 0.455
H 3.160 0.947 0.187
H 2.731 2.812 0.334
H 3.629 1.832 1.786
H 0.067 3.364 0.394
H -1.193 2.583 1.558
H -0.870 1.805 -0.212
H 1.345 2.932 3.584
H 0.002 1.538 3.980
H 1.891 1.176 4.001
H -1.472 -2.544 5.609
H 0.983 -3.375 6.795
H 3.382 -2.702 5.465
H 4.379 -3.346 2.333
C -5.319 -4.910 1.063
Br -4.738 -6.020 -0.425
Br -5.915 -5.979 2.574
Br -3.956 -3.622 1.580
H -6.185 -4.337 0.716
```

Properties
* HOMO-LUMO gap: 0.2693 Eh
* HOMO level: -7.948 eV
* LUMO level: -0.620 eV
* energy: -10148.90829 Eh

2.
Entry from OMol25: a 2-piece molecular cluster, C23H32Cl2O7 overall (ωB97M-V/def2-TZVPD).

Geometry as XYZ:
```
64
Properties=species:S:1:pos:R:3
C 0.741 5.218 1.810
C -0.188 5.044 0.556
O 0.672 4.709 -0.576
C 0.571 3.342 -0.861
O -0.380 2.928 -1.462
C 1.749 2.430 -0.385
C 2.225 1.561 -1.628
C 2.292 0.012 -1.286
C 0.824 -0.526 -1.224
O 0.370 -0.917 -2.566
C -0.529 -1.991 -2.534
O -0.884 -2.665 -3.445
C -0.961 -2.037 -0.991
O -1.901 -0.970 -0.942
C -2.119 -0.481 0.384
C -3.204 0.671 0.416
C -4.620 0.066 0.086
O -3.187 1.191 1.767
C 0.491 -1.819 -0.418
C 0.735 -1.880 1.130
C 2.159 -2.377 1.544
O 2.469 -3.542 1.545
C 3.171 -1.270 2.007
C 2.688 -0.334 3.013
C 3.583 0.733 3.436
C 4.891 0.798 2.820
C 5.388 -0.142 1.830
C 4.490 -1.210 1.403
H 1.217 4.245 2.101
H 0.119 5.647 2.633
H 1.582 5.894 1.503
H -0.733 5.977 0.272
H -0.954 4.252 0.760
H 2.568 2.985 0.123
H 1.286 1.699 0.339
H 1.653 1.779 -2.558
H 3.295 1.860 -1.818
H 2.862 -0.513 -2.096
H 2.859 -0.067 -0.328
H 0.178 0.383 -1.059
H -1.415 -3.043 -0.754
H -1.160 0.027 0.703
H -2.312 -1.278 1.152
H -2.901 1.522 -0.237
H -4.733 0.050 -1.026
H -5.387 0.697 0.594
H -4.628 -0.971 0.522
H -3.406 0.472 2.383
H 1.043 -2.680 -0.885
H 0.005 -2.639 1.538
H 0.472 -0.924 1.656
H 1.664 -0.433 3.441
H 3.194 1.452 4.186
H 5.568 1.626 3.115
H 6.393 -0.075 1.359
H 4.771 -1.969 0.636
Cl -4.003 -5.241 -1.244
C -4.441 -4.821 -2.921
C -4.158 -3.372 -3.237
Cl -5.247 -2.267 -2.357
H -5.492 -5.066 -3.067
H -3.847 -5.463 -3.573
H -4.313 -3.187 -4.300
H -3.133 -3.101 -2.991
```

Properties
* structure (SMILES): CCOC(=O)CCC[C@H]1OC(=O)[C@H](OC[C@@H](C)O)[C@@H]1CC(=O)c1ccccc1.ClCCCl
* HOMO-LUMO gap: 0.3629 Eh
* HOMO level: -9.756 eV
* LUMO level: 0.120 eV
* energy: -2342.58539 Eh

3.
Entry from OMol25: a 3-piece molecular cluster, C23H32ClFIO9P2 overall (ωB97M-V/def2-TZVPD).

Geometry as XYZ:
```
69
Properties=species:S:1:pos:R:3
C 1.331 -0.389 -1.291
C -0.051 0.148 -1.715
C -0.637 -0.867 -2.739
C -0.941 0.315 -0.462
C -1.611 1.690 -0.329
P -3.283 1.937 -1.174
F -2.770 0.980 -2.540
C -3.999 3.065 0.200
O -3.670 4.431 -0.058
O -4.859 5.079 -0.512
O -3.955 0.517 -0.502
C -4.878 -0.134 -1.331
C -5.862 -0.816 -0.391
C -6.735 -1.905 -1.054
C -8.201 -1.449 -1.089
I -9.285 -2.333 -2.713
C -5.507 0.982 -2.212
P -5.888 0.481 -3.951
O -4.497 -0.207 -4.483
Cl -5.886 2.344 -4.892
O -4.798 2.167 -2.085
H 1.798 0.213 -0.520
H 1.172 -1.412 -0.947
H 1.972 -0.478 -2.172
H 0.106 1.109 -2.201
H -0.880 -0.347 -3.662
H 0.046 -1.696 -2.912
H -1.583 -1.234 -2.355
H -1.647 -0.506 -0.383
H -0.261 0.214 0.392
H -1.781 1.842 0.741
H -0.930 2.486 -0.626
H -2.751 3.054 -1.892
H -3.654 2.795 1.199
H -5.079 2.977 0.141
H -4.563 5.485 -1.340
H -4.440 -0.898 -1.983
H -6.496 -0.072 0.095
H -5.261 -1.247 0.407
H -6.385 -2.180 -2.045
H -6.696 -2.783 -0.413
H -8.250 -0.372 -1.204
H -8.680 -1.699 -0.149
H -6.516 1.173 -1.795
H -3.821 0.469 -4.660
C 7.401 -0.429 0.079
C 6.204 -0.885 0.440
C 4.983 -0.058 0.255
O 3.891 -0.462 0.586
C 5.148 1.288 -0.351
C 6.348 1.738 -0.711
C 7.568 0.914 -0.523
O 8.661 1.327 -0.853
H 8.305 -1.012 0.206
H 6.061 -1.858 0.873
H 4.245 1.871 -0.479
H 6.492 2.716 -1.154
C 6.777 -3.460 6.267
C 6.486 -3.546 4.972
C 6.791 -2.433 4.041
O 6.526 -2.507 2.860
C 7.432 -1.220 4.606
C 7.723 -1.134 5.901
C 7.419 -2.248 6.833
O 7.687 -2.171 8.013
H 6.563 -4.260 6.965
H 6.017 -4.420 4.537
H 7.644 -0.420 3.907
H 8.190 -0.259 6.334
```

Properties
* net charge: -1
* HOMO-LUMO gap: 0.1551 Eh
* HOMO level: -4.896 eV
* LUMO level: -0.676 eV
* energy: -3113.17390 Eh